# 1
2 unconnected molecules or ions with the total composition C41H43N3O in a non-equilibrium geometry. Source: OMol25; level of theory: ωB97M-V with the def2-TZVPD basis set.

The calculation puts the HOMO energy at -5.08 eV. The energy above the lowest of the compared OMol25 structures with the same formula, charge and spin is 48.03 kcal per mole. The total energy comes out at -1827.50151 Ha. The net charge is 0. As for the lowest unoccupied orbital energy: -1.7267 eV.

Structure (XYZ):
```
88
Properties=species:S:1:pos:R:3:forces:R:3:mulliken_charge:R:1
C 0.7567 2.8339 7.1118 -0.10 0.09 -0.08 -1.07
N 1.1139 1.4940 6.6783 -0.04 0.06 -0.05 0.00
C 1.7525 0.7223 7.7253 0.10 -0.15 0.10 -1.00
C 1.0055 1.0803 5.3819 0.13 -0.17 -0.14 2.45
C 1.6881 -0.0837 4.9191 -0.11 0.18 0.20 -0.89
C 1.6501 -0.4320 3.5915 -0.25 0.33 -0.18 -0.98
C 0.9097 0.3286 2.6475 -0.15 -0.11 0.00 0.32
C 1.0451 0.0176 1.2570 -0.01 0.12 -0.01 0.00
C 0.5502 0.7347 0.1827 0.19 0.12 -0.61 -0.84
C 0.8417 0.4437 -1.1876 0.10 -0.07 0.70 1.43
C 0.7691 1.5025 -2.1898 -0.42 0.28 -0.33 0.18
C 0.7752 2.8734 -1.8115 -0.05 0.02 -0.40 -1.07
C 0.7351 3.8988 -2.7435 -0.03 -0.34 0.00 -1.14
C 0.8097 3.6205 -4.1381 0.08 -0.12 0.26 1.62
N 0.8530 4.6274 -5.0667 0.25 -0.08 0.03 0.04
C 1.0816 4.3398 -6.4693 -0.16 -0.23 0.04 -1.09
C 0.3164 5.9514 -4.8314 -0.16 0.13 0.01 -0.90
C 0.8656 2.2579 -4.5289 -0.24 0.11 0.15 -0.79
C 0.6960 1.2531 -3.5908 0.53 -0.01 0.32 -0.55
C 1.2333 -0.9106 -1.5761 0.60 -0.54 -0.10 -0.38
C 0.8097 -2.0270 -0.8242 -0.13 0.23 0.43 -0.04
C 1.0749 -3.3304 -1.1871 0.59 0.01 -0.50 -0.55
C 1.7253 -3.5924 -2.4068 -0.55 0.63 0.30 -0.12
N 1.9694 -4.9024 -2.8031 0.48 -0.48 -0.59 0.19
C 1.2442 -5.5356 -3.8850 0.07 0.17 0.07 -0.97
C 2.7462 -5.8115 -1.9851 -0.34 0.27 0.21 -1.05
C 2.1369 -2.4908 -3.2035 0.17 -0.55 0.33 -0.50
C 2.0330 -1.2033 -2.7175 -0.74 0.32 -0.21 -0.94
C 0.1156 1.3998 3.1315 0.40 -0.13 0.30 -0.55
C 0.1967 1.7974 4.4522 -0.06 -0.08 -0.23 -0.93
H -0.1225 3.2199 6.5865 0.16 -0.14 0.31 0.34
H 0.5497 2.7939 8.1893 -0.06 0.13 -0.34 0.38
H 1.5869 3.5394 6.9406 -0.16 -0.15 0.07 0.30
H 2.2623 -0.1655 7.3492 -0.11 0.30 0.13 0.31
H 2.4825 1.3530 8.2498 -0.06 -0.20 -0.10 0.37
H 0.9970 0.3920 8.4497 0.13 0.04 -0.03 0.31
H 2.2770 -0.6893 5.6095 -0.26 0.21 -0.39 0.08
H 2.2139 -1.3070 3.2638 -0.16 0.25 -0.03 0.39
H 1.7105 -0.8243 1.0568 -0.15 0.27 -0.02 0.72
H -0.0304 1.6385 0.3768 0.17 -0.34 -0.02 0.24
H 0.8270 3.1376 -0.7572 0.01 -0.04 -0.25 0.42
H 0.6945 4.9348 -2.4078 0.10 -0.43 0.03 0.18
H 1.8938 3.6147 -6.5884 -0.10 0.23 -0.03 0.33
H 0.1786 3.9315 -6.9541 0.19 0.10 0.01 0.36
H 1.3568 5.2777 -6.9635 -0.02 -0.29 0.02 0.31
H 0.2863 6.2071 -3.7698 0.05 -0.04 -0.33 0.28
H 0.9505 6.6710 -5.3609 -0.15 0.02 0.23 0.31
H -0.7077 6.0385 -5.2380 0.24 -0.01 0.15 0.31
H 1.0195 1.9899 -5.5751 -0.46 0.06 0.34 0.28
H 0.5394 0.2380 -3.9577 0.16 0.31 0.18 0.79
H 0.2416 -1.8671 0.0823 -0.36 -0.05 -0.31 0.01
H 0.7391 -4.1632 -0.5691 0.03 0.28 -0.14 0.50
H 0.8209 -4.7762 -4.5515 0.08 -0.20 0.09 0.32
H 1.9451 -6.1732 -4.4388 -0.22 0.09 -0.13 0.30
H 0.4246 -6.1790 -3.5154 0.11 0.20 -0.09 0.27
H 3.4619 -5.2456 -1.3751 -0.16 -0.19 -0.14 0.29
H 2.1200 -6.4275 -1.3182 0.16 0.00 -0.05 0.32
H 3.2931 -6.4785 -2.6651 0.00 0.06 0.26 0.34
H 2.5908 -2.6893 -4.1777 0.15 0.06 0.45 0.50
H 2.5359 -0.3939 -3.2468 -0.24 -0.21 0.06 0.75
H -0.5611 1.9189 2.4519 0.24 -0.08 0.20 0.27
H -0.3912 2.6563 4.7832 0.22 -0.41 -0.18 0.05
C -1.6104 -3.5822 4.4278 -0.04 0.02 0.05 -0.54
C -1.3072 -3.9296 3.1039 -0.28 0.35 0.21 -0.78
C -1.6026 -3.0513 2.0664 0.07 0.16 0.08 -0.28
C -2.1437 -1.7565 2.3250 0.42 -0.54 0.75 0.62
C -2.3479 -0.7907 1.3062 -0.25 0.50 -1.40 -0.84
C -2.4474 -1.0744 -0.0890 0.31 0.27 1.23 1.14
C -3.0630 0.0007 -0.9595 -0.18 0.00 -0.25 -0.02
C -2.6862 0.1262 -2.3089 -0.08 0.23 0.23 -0.30
C -3.3008 1.0745 -3.1286 -0.20 0.04 0.40 -0.59
C -4.3391 1.8715 -2.6146 0.18 -0.18 0.12 -0.46
C -4.7470 1.7267 -1.2823 0.38 -0.18 -0.16 -0.68
C -4.1035 0.7951 -0.4612 0.10 0.28 -0.26 -0.33
O -2.0833 -2.1378 -0.6380 -0.11 -0.02 -0.45 -0.79
C -2.4602 -1.4303 3.6798 0.36 -0.48 -0.27 -0.47
C -2.2141 -2.3409 4.7032 0.24 -0.16 -0.34 -0.61
H -1.3916 -4.2802 5.2376 -0.09 0.20 -0.17 0.37
H -0.8414 -4.8930 2.8726 -0.21 0.28 0.14 0.37
H -1.4094 -3.3220 1.0270 -0.06 0.11 0.38 0.47
H -2.5280 0.2343 1.6306 -0.28 -0.21 -0.04 0.17
H -1.8979 -0.5219 -2.7011 -0.27 0.11 0.19 0.44
H -2.9751 1.1850 -4.1661 -0.17 0.00 0.29 0.39
H -4.8315 2.6011 -3.2538 0.07 -0.12 0.07 0.37
H -5.5565 2.3324 -0.8702 0.20 -0.14 -0.22 0.38
H -4.4018 0.6757 0.5816 0.02 -0.02 -0.36 0.42
H -2.9083 -0.4554 3.8921 0.11 -0.30 -0.03 0.36
H -2.4889 -2.0873 5.7275 0.10 -0.06 -0.18 0.36
```
Forces are in eV/Å.


# 2
A molecular structure, C36H28Co2N2O5P in a non-equilibrium geometry. Source: OMol25; level of theory: ωB97M-V with the def2-TZVPD basis set.

The calculation puts the HOMO energy at -2.71 eV. The energy above the lowest of the compared OMol25 structures with the same formula, charge and spin is 16.50 kcal per mole. The total energy comes out at -4981.15316 Ha. The net charge is -1. As for the lowest unoccupied orbital energy: 2.3443 eV.

Structure (XYZ):
```
74
Properties=species:S:1:pos:R:3:forces:R:3:mulliken_charge:R:1
O -0.6206 -1.5825 4.4346 -0.36 1.00 -1.90 -0.44
C -0.8632 -1.2380 3.3494 0.03 -2.10 2.84 -0.54
Co -1.1373 -0.8344 1.6897 0.90 1.99 2.02 1.73
C -1.6058 0.7543 2.3371 1.26 3.83 -0.40 0.02
O -1.7720 1.8010 2.8187 -0.02 -2.20 -0.61 -0.43
C 0.4477 -1.5244 1.4766 2.97 -0.27 -2.34 0.45
O 1.4661 -2.0875 1.3906 -1.96 0.28 0.66 -0.46
C -2.0319 -1.9969 0.6138 -1.98 -2.25 0.18 -1.44
C -2.8174 -1.4162 1.6123 -2.73 -2.04 -0.72 1.90
C -3.9571 -1.5822 2.3428 -0.15 -0.31 -0.22 -1.71
C -4.6093 -0.5474 3.1103 -0.23 -0.28 0.55 0.82
C -5.3651 -0.8716 4.2686 0.51 0.45 -0.31 -0.83
C -5.8178 0.1353 5.1168 0.01 -0.10 -0.54 -0.36
C -5.5972 1.4857 4.7813 0.32 -0.15 0.17 -0.55
C -4.9188 1.8067 3.5992 -0.45 -0.18 0.22 -0.55
C -4.5109 0.8011 2.7407 -0.05 -0.22 -0.18 0.14
Co -2.5160 -0.5709 -0.4813 0.65 0.86 0.02 0.69
C -3.2503 1.0137 -0.5159 -1.32 1.60 0.10 0.20
O -3.8064 2.0404 -0.5353 0.89 -1.20 -0.11 -0.52
C -3.6438 -1.5410 -1.3368 -1.84 -0.71 0.19 -0.08
O -4.4822 -2.2032 -1.8026 1.30 0.68 0.16 -0.55
P -0.8366 -0.4618 -1.7450 0.25 -0.20 -0.16 1.01
C 0.4026 0.8655 -1.4732 0.30 0.67 -0.43 -0.17
C 1.5365 1.0589 -2.2794 0.14 0.24 0.28 -0.41
C 2.4831 2.0426 -1.9662 -0.05 -0.08 -0.08 -0.68
C 2.2973 2.8871 -0.8756 -0.39 -0.13 0.08 -0.22
C 1.1079 2.7918 -0.1608 -0.16 -0.02 -0.15 -0.79
C 0.1635 1.8100 -0.4679 -0.05 0.14 0.17 0.09
C 0.1088 -2.0313 -1.6765 0.60 -0.12 -0.60 0.38
C 1.4680 -2.1234 -1.3655 -0.09 -0.17 -0.38 -0.85
C 2.0981 -3.3653 -1.2923 0.11 0.01 -0.18 -0.33
C 1.4093 -4.5380 -1.5688 -0.15 0.24 0.17 -0.69
C 0.0469 -4.4647 -1.8389 -0.28 0.35 -0.21 -0.70
C -0.5906 -3.2243 -1.9193 0.05 -0.20 0.13 -0.75
C -1.2430 -0.2752 -3.5294 0.40 0.17 -0.60 0.59
C -0.8821 -1.1969 -4.5219 -0.15 0.16 -0.13 -0.20
C -1.2324 -0.9863 -5.8592 -0.03 0.08 0.09 -0.63
C -1.9181 0.1614 -6.2427 0.02 -0.06 0.29 -0.50
C -2.2866 1.0848 -5.2672 0.12 -0.04 0.31 -0.70
C -1.9551 0.8695 -3.9272 -0.05 -0.06 -0.17 -0.37
H -1.9090 -3.0361 0.3422 0.36 -0.07 0.31 0.61
H -4.4049 -2.5824 2.3863 -0.06 0.27 -0.35 0.26
H -5.5087 -1.9365 4.4581 -0.03 0.29 0.31 0.35
H -6.3211 -0.1538 6.0392 -0.04 0.25 -0.17 0.35
H -5.9319 2.2756 5.4499 0.07 -0.13 -0.06 0.35
H -4.6905 2.8351 3.3275 -0.31 -0.06 0.10 0.37
H -4.1469 1.0210 1.7369 0.16 0.05 0.55 0.26
H 1.6739 0.4552 -3.1725 0.06 -0.11 0.17 0.50
H 3.3771 2.1687 -2.5707 -0.13 -0.15 -0.05 0.37
H 3.0477 3.6202 -0.5776 -0.13 -0.17 -0.22 0.38
H 0.9191 3.4584 0.6810 -0.06 -0.04 -0.28 0.41
H -0.7794 1.8046 0.0871 0.47 -0.30 -0.17 -0.24
H 2.0617 -1.2275 -1.2065 -0.19 -0.13 0.16 0.31
H 3.1447 -3.4128 -1.0079 -0.04 0.04 -0.12 0.39
H 1.9164 -5.4972 -1.5748 -0.03 0.07 0.17 0.37
H -0.5361 -5.3708 -1.9818 0.10 0.11 -0.13 0.42
H -1.6528 -3.1842 -2.1746 0.29 0.00 0.18 0.49
H -0.3224 -2.0906 -4.2621 -0.07 0.12 0.01 0.24
H -0.9699 -1.7235 -6.6129 0.06 0.05 0.13 0.40
H -2.1667 0.3402 -7.2846 0.00 -0.08 0.11 0.36
H -2.8402 1.9778 -5.5498 0.11 -0.12 0.09 0.38
H -2.2566 1.6049 -3.1804 0.06 -0.18 -0.11 0.32
C 4.8149 -0.7222 4.2171 -0.08 -0.04 -0.05 -0.85
N 3.6815 -0.0847 3.5484 -0.06 0.01 -0.02 0.23
C 2.3721 -0.5110 3.5425 0.66 1.53 -0.80 -0.46
N 1.6245 0.2837 2.7749 1.10 0.15 1.61 -0.02
C 2.4588 1.2739 2.3196 1.01 -0.79 0.73 -0.43
C 3.7516 1.0589 2.7628 -1.03 -0.37 0.04 -0.60
H 5.7328 -0.2161 3.8868 -0.30 -0.22 0.14 0.28
H 4.7451 -0.6455 5.3158 -0.05 0.03 -0.45 0.29
H 4.8735 -1.7865 3.9371 -0.01 0.41 0.10 0.33
H 2.0617 -1.3838 4.1075 -0.05 0.18 -0.26 0.37
H 2.1247 2.0871 1.7139 -0.13 -0.06 -0.08 0.27
H 4.6652 1.5999 2.5574 -0.06 -0.21 0.20 0.39
```
Forces are in eV/Å.


Question: What is the lowest unoccupied orbital energy in the first record?
Answer: -1.7267 eV


Question: The highest HOMO belongs to which entry?
Answer: C36H28Co2N2O5P


Question: The highest total energy belongs to which entry?
Answer: C41H43N3O


Question: net charge of number 2 (C36H28Co2N2O5P)?
Answer: -1